# 1
# C4H9NO3

A 2-piece molecular cluster, C4H9NO3 overall at a distorted geometry (ωB97M-V with the def2-TZVPD basis set, the OMol25 dataset).

Output
- highest occupied orbital energy (Ha) = -0.3351
- strongest force on any atom (eV Å⁻¹) = 1.88
- frontier orbital gap (eV) = 9.5
- energy above the lowest of the compared OMol25 structures with the same formula, charge and spin (eV) = 3.3305

XYZ file:
```
17
Properties=species:S:1:pos:R:3:forces:R:3
C -1.574137 0.548632 1.207982 -0.3004 0.2810 -0.3807
C -0.364876 1.320218 0.799069 -0.7111 0.7391 -0.8716
O 0.756020 1.059492 1.502332 0.7868 -0.2085 0.3961
N -0.371008 2.143846 -0.194330 0.4523 -0.8235 1.2500
O 0.903102 2.705127 -0.424221 -0.2231 -0.6354 0.0779
H -2.471754 1.003270 0.780424 0.1778 -0.1251 0.0566
H -1.485979 -0.475244 0.835412 -0.0877 -0.0045 0.1333
H -1.668885 0.533005 2.296068 -0.0309 -0.0261 -0.0287
H 0.576692 0.530103 2.295984 -0.0696 0.2246 -0.4814
H 1.533566 2.008407 -0.151305 -0.0201 0.5555 -0.2027
C 0.053608 -1.974272 -1.373894 -0.3076 0.4142 0.2860
C 1.289369 -1.159906 -1.141736 0.5097 1.1786 -1.3721
O 1.596358 -0.180678 -1.809815 -0.4405 -1.3339 1.1627
H -0.327069 -2.322411 -0.410121 0.0225 -0.1998 -0.1110
H 0.302518 -2.836432 -1.995869 -0.0254 -0.0206 0.0562
H -0.714257 -1.366305 -1.858207 0.1650 -0.1162 -0.1020
H 1.966741 -1.536860 -0.357776 0.1022 0.1004 0.1314
```
Forces are in eV/Å.

Löwdin atomic charge list, values in e, 6 entries: -0.0131, -0.4862, 0.0543, 0.0550, -0.0643, 0.0921

***

# 2
# C4H9NO3

A 2-piece molecular cluster, C4H9NO3 overall (ωB97M-V with the def2-TZVPD basis set, the OMol25 dataset).

Output
- highest occupied orbital energy (Ha) = -0.3705
- strongest force on any atom (eV Å⁻¹) = 0.75
- frontier orbital gap (eV) = 10.8
- energy above the lowest of the compared OMol25 structures with the same formula, charge and spin (eV) = 1.5295

XYZ file:
```
17
Properties=species:S:1:pos:R:3:forces:R:3
N -0.790594 -1.252294 0.953018 0.0041 -0.0666 -0.0451
C -1.932466 -0.708805 0.252269 0.2218 -0.0853 0.1098
O -2.798408 0.053682 1.049751 -0.1530 0.1157 -0.0379
C -1.373933 0.166672 -0.870391 -0.2164 0.2457 0.2966
O -1.327057 1.366775 -0.783589 0.0461 0.1274 0.0124
O -0.928502 -0.525702 -1.903003 0.2212 -0.4777 -0.5320
H -0.256512 -0.510037 1.394793 -0.0453 -0.0369 -0.0068
H -1.096798 -1.890594 1.677762 0.0010 0.0458 -0.0482
H -2.503682 -1.542693 -0.169436 0.0821 0.1689 0.0469
H -2.521004 0.981604 0.992332 0.0015 -0.1198 -0.0713
H -0.522329 0.057379 -2.566793 -0.1580 0.0850 0.2822
C 2.055017 0.547503 -0.209533 -0.2686 -0.0073 -0.0800
C 3.295201 0.719664 0.197766 0.2698 0.0224 0.0839
H 1.406271 1.383398 -0.419392 -0.0881 0.1827 -0.0327
H 1.627955 -0.433920 -0.342392 -0.0265 -0.2109 -0.0169
H 3.721321 1.700098 0.335368 0.0253 0.1964 0.0098
H 3.945519 -0.112730 0.411470 0.0830 -0.1854 0.0295
```
Forces are in eV/Å.

Löwdin atomic charge list, values in e, 6 entries: 0.0865, -0.3923, -0.0025, -0.5064, 0.1083, 0.1358

***

# 3
# C4H9NO3

A 2-piece molecular cluster, C4H9NO3 overall at a distorted geometry (ωB97M-V with the def2-TZVPD basis set, the OMol25 dataset).

Output
- highest occupied orbital energy (Ha) = -0.3550
- strongest force on any atom (eV Å⁻¹) = 3.08
- frontier orbital gap (eV) = 10.4
- energy above the lowest of the compared OMol25 structures with the same formula, charge and spin (eV) = 1.0814

XYZ file:
```
17
Properties=species:S:1:pos:R:3:forces:R:3
C 0.218880 2.008056 -0.598513 0.2078 0.0196 -0.3824
O -0.110911 1.388085 0.641596 -0.6195 -0.6188 -0.0188
C 0.430931 0.192030 0.897295 2.7270 1.2328 0.7220
C 0.106010 -0.255149 2.296837 -0.4701 -0.3832 -0.3586
O 1.373787 -0.255744 0.242970 -1.2854 0.1649 0.6085
H 1.279377 1.872209 -0.817341 -0.1105 0.0753 0.0157
H -0.023972 3.062193 -0.490930 -0.0041 -0.0802 0.0349
H -0.377199 1.568260 -1.401855 0.0571 0.0388 0.0746
H -0.932722 -0.039132 2.526106 -0.0891 -0.0897 0.0906
H 0.725879 0.304483 2.996440 0.0949 0.1081 -0.1561
H 0.329839 -1.311854 2.411089 -0.0701 -0.0153 -0.0186
N 0.120555 -1.511344 -1.752243 1.8042 0.3506 0.5282
C -1.091363 -1.505246 -1.207347 0.1864 2.1954 1.7162
O -2.169765 -1.655536 -1.713574 -0.5758 -0.8066 -0.4188
H 0.903135 -1.050884 -1.163616 -1.5262 -1.2400 -1.5301
H 0.207038 -1.741193 -2.728160 0.1775 0.0456 -0.0268
H -0.989498 -1.069232 -0.138754 -0.5038 -0.9972 -0.8805
```
Forces are in eV/Å.

Löwdin atomic charge list, values in e, 6 entries: -0.0319, -0.0363, -0.5533, 0.0259, 0.0249, 0.0960

***

# 4
# C4H9NO3

The molecule C4H9NO3 at a distorted geometry (ωB97M-V with the def2-TZVPD basis set, the OMol25 dataset).

Output
- highest occupied orbital energy (Ha) = -0.3567
- strongest force on any atom (eV Å⁻¹) = 2.66
- frontier orbital gap (eV) = 10.4
- energy above the lowest of the compared OMol25 structures with the same formula, charge and spin (eV) = 1.3890

XYZ file:
```
17
Properties=species:S:1:pos:R:3:forces:R:3
C 2.161732 1.194173 0.709194 0.2451 0.1173 0.1165
C 1.700229 0.534101 -0.564975 0.1624 0.6763 -1.2086
O 2.377556 0.474226 -1.554789 -0.0155 -0.0565 0.3978
O 0.386629 0.163958 -0.676103 0.6243 -0.2453 0.6034
C -0.129285 -0.527193 0.446340 -2.6284 -0.4052 0.0689
C -1.713830 -0.717967 0.149002 2.1135 0.0996 0.4691
N -2.005609 -1.152303 -1.179239 0.0966 -0.0820 -0.5606
O -2.298592 0.523094 0.389873 -0.3889 0.6957 -0.3041
H 3.241803 1.372645 0.637526 -0.4038 -0.0151 -0.0808
H 1.974552 0.583555 1.586312 -0.0653 0.0222 0.1131
H 1.635326 2.159287 0.826991 0.1578 -0.4708 -0.0412
H -0.091819 0.069718 1.359292 0.1751 -0.0854 -0.0619
H 0.328219 -1.509126 0.588717 0.2636 0.0762 -0.1411
H -2.101418 -1.430403 0.883792 -0.0243 0.0991 -0.1204
H -1.823703 -2.137843 -1.317389 -0.0306 -0.0013 0.0454
H -1.432258 -0.636251 -1.852041 -0.1212 -0.2710 0.2367
H -2.209532 1.036330 -0.432504 -0.1605 -0.1538 0.4680
```
Forces are in eV/Å.

Löwdin atomic charge list, values in e, 6 entries: 0.0109, -0.5137, 0.1249, -0.0300, -0.1287, -0.4456

***

# 5
# C4H9NO3

C4H9NO3 as an isolated structure at a distorted geometry (ωB97M-V with the def2-TZVPD basis set, the OMol25 dataset).

Output
- highest occupied orbital energy (Ha) = -0.3089
- strongest force on any atom (eV Å⁻¹) = 3.30
- frontier orbital gap (eV) = 8.6
- energy above the lowest of the compared OMol25 structures with the same formula, charge and spin (eV) = 3.1844

XYZ file:
```
17
Properties=species:S:1:pos:R:3:forces:R:3
C 0.293318 -0.132987 0.351176 -0.2077 0.2048 -0.6183
C -1.158144 -0.478076 0.621334 -0.1964 -1.7500 -1.1445
C 1.043834 -1.151117 -0.494078 -0.0467 0.0175 0.3634
C 0.043683 1.217412 -0.397098 -1.8323 0.4910 2.7041
N -1.952172 -0.622839 -0.392599 0.5808 0.8194 0.8012
O 0.897058 0.144510 1.606900 0.1522 -0.1487 0.0859
O 1.150262 2.066709 -0.368124 -0.0266 -0.1358 -0.3925
O -0.525856 1.069771 -1.578953 -1.2625 -1.3031 -0.7684
H 1.742894 -0.314560 1.682894 -0.2052 0.0577 -0.1573
H 1.439464 2.134755 0.550907 -0.1244 -0.0780 -0.0616
H -1.493306 0.202836 -1.309731 1.8594 0.9389 -0.0048
H -2.925891 -0.827715 -0.199758 0.0333 0.0162 0.1757
H -1.444680 -0.709274 1.646259 -0.1532 0.1708 -0.0058
H -0.813391 1.573943 0.395215 1.3835 0.7289 -0.9893
H 1.166039 -2.085575 0.056179 0.0578 -0.0835 -0.0493
H 2.022157 -0.740984 -0.746810 0.0270 -0.0044 0.0193
H 0.514730 -1.346810 -1.423713 -0.0389 0.0584 0.0422
```
Forces are in eV/Å.

Löwdin atomic charge list, values in e, 6 entries: -0.5026, -0.0499, 0.0060, -0.5828, 0.1360, -0.0029

***

Which value of strongest force on any atom does entry 3 give?
3.08 eV Å⁻¹

***

Copy entry 4 word for word.
# C4H9NO3

The molecule C4H9NO3 at a distorted geometry (ωB97M-V with the def2-TZVPD basis set, the OMol25 dataset).

Output
- highest occupied orbital energy (Ha) = -0.3567
- strongest force on any atom (eV Å⁻¹) = 2.66
- frontier orbital gap (eV) = 10.4
- energy above the lowest of the compared OMol25 structures with the same formula, charge and spin (eV) = 1.3890

XYZ file:
```
17
Properties=species:S:1:pos:R:3:forces:R:3
C 2.161732 1.194173 0.709194 0.2451 0.1173 0.1165
C 1.700229 0.534101 -0.564975 0.1624 0.6763 -1.2086
O 2.377556 0.474226 -1.554789 -0.0155 -0.0565 0.3978
O 0.386629 0.163958 -0.676103 0.6243 -0.2453 0.6034
C -0.129285 -0.527193 0.446340 -2.6284 -0.4052 0.0689
C -1.713830 -0.717967 0.149002 2.1135 0.0996 0.4691
N -2.005609 -1.152303 -1.179239 0.0966 -0.0820 -0.5606
O -2.298592 0.523094 0.389873 -0.3889 0.6957 -0.3041
H 3.241803 1.372645 0.637526 -0.4038 -0.0151 -0.0808
H 1.974552 0.583555 1.586312 -0.0653 0.0222 0.1131
H 1.635326 2.159287 0.826991 0.1578 -0.4708 -0.0412
H -0.091819 0.069718 1.359292 0.1751 -0.0854 -0.0619
H 0.328219 -1.509126 0.588717 0.2636 0.0762 -0.1411
H -2.101418 -1.430403 0.883792 -0.0243 0.0991 -0.1204
H -1.823703 -2.137843 -1.317389 -0.0306 -0.0013 0.0454
H -1.432258 -0.636251 -1.852041 -0.1212 -0.2710 0.2367
H -2.209532 1.036330 -0.432504 -0.1605 -0.1538 0.4680
```
Forces are in eV/Å.

Löwdin atomic charge list, values in e, 6 entries: 0.0109, -0.5137, 0.1249, -0.0300, -0.1287, -0.4456